(1)
The following is a DFT calculation (wB97M-V/def2-TZVPD) of C19H15CoF11N4O5S2Te as an isolated structure.

Geometry (Å):
1 Co 0.49157 -0.39752 0.45055
2 C 2.71118 -0.05620 -1.90623
3 C 1.52297 0.84220 -2.01344
4 C 1.41099 1.74133 -3.07557
5 C 0.32063 2.57323 -3.17635
6 C -0.68728 2.49011 -2.22255
7 C -0.54462 1.58451 -1.20411
8 N 0.55658 0.79790 -1.08990
9 C -1.56572 1.32979 -0.17892
10 C -2.76021 1.99316 0.02318
11 C -3.55061 1.60801 1.09778
12 C -3.14835 0.59476 1.95851
13 C -1.94778 -0.03738 1.70237
14 N -1.22607 0.33064 0.63982
15 C -1.28695 -1.09073 2.48731
16 C -1.85442 -1.71698 3.56621
17 C -1.12305 -2.70778 4.21485
18 C 0.12665 -3.03334 3.74723
19 C 0.66518 -2.37825 2.63699
20 C 2.01581 -2.75808 2.12838
21 N -0.04109 -1.41062 2.04132
22 H 3.23192 -0.09138 -2.85996
23 H 2.42155 -1.06746 -1.62890
24 H 3.40374 0.32996 -1.15622
25 H 2.19881 1.76618 -3.81437
26 H 0.23692 3.27014 -3.99890
27 H -1.57592 3.09917 -2.29429
28 H -3.06624 2.79810 -0.62786
29 H -4.48831 2.11639 1.27711
30 H -3.75377 0.31734 2.80826
31 H -2.84887 -1.45115 3.89271
32 H -1.54106 -3.22325 5.06858
33 H 0.71083 -3.81076 4.21771
34 H 2.26953 -3.75548 2.47942
35 H 2.76620 -2.06271 2.51044
36 H 2.05359 -2.75776 1.04220
37 F -4.72788 -3.03723 -1.87527
38 C -4.10795 -1.87348 -1.85656
39 F -4.14304 -1.38037 -0.60716
40 F -4.73080 -1.01754 -2.65925
41 S -2.36013 -2.02132 -2.41715
42 O -1.81663 -0.69635 -2.27398
43 O -2.39192 -2.63697 -3.69764
44 N -1.86751 -3.01779 -1.26458
45 S -0.44361 -3.21335 -0.74152
46 O 0.37975 -1.96568 -0.74174
47 O -0.40463 -3.96697 0.46882
48 C 0.49736 -4.17141 -2.00606
49 F 0.50904 -3.49211 -3.14632
50 F -0.07209 -5.34664 -2.18458
51 F 1.74584 -4.33328 -1.57585
52 F 2.13953 0.18570 3.56733
53 Te 2.60509 1.50242 2.26123
54 F 0.67818 1.61008 1.97103
55 F 2.71788 2.35304 0.51939
56 F 2.49906 3.01625 3.41712
57 F 4.40316 0.78812 2.21285
58 O 2.18202 -0.21370 0.91334

Atoms 1-6, force components in eV/Å:
-0.0706 -0.0636 0.0266
0.0011 0.0092 0.0172
0.0020 0.0011 -0.0108
0.0038 0.0068 0.0019
0.0044 0.0016 -0.0083
-0.0102 -0.0078 -0.0069

- molar mass (g/mol) = 839.00
- maximum force (eV Å⁻¹) = 0.15
- E_HOMO (spin up / spin down) (eV) = -12.26 / -12.81
- lowest unoccupied orbital energy (spin up / spin down) (Eh) = -0.208 / -0.229
- charge = +1
- multiplicity = 5
- expectation value of S² = 6.042
- HOMO-LUMO gap (spin up / spin down) (eV) = 6.60 / 6.58
- energy relative to the best compared isomer or geometry (same formula, charge and spin) (eV) = 0.0000

(2)
The following is a DFT calculation (wB97M-V/def2-TZVPD) of one molecule with the formula C21H23NO3S in a non-equilibrium geometry.

Geometry (Å):
1 O 1.80033 -2.96017 1.16869
2 O 2.63148 -3.79886 -0.89563
3 O -3.60962 -1.60872 -2.57113
4 C 1.05969 0.72070 -0.18238
5 C 1.05675 -0.42913 -0.92080
6 C -1.97641 -3.13363 -2.05591
7 C -1.38929 -0.80925 -1.84865
8 C 4.80579 0.44120 1.59724
9 C 2.72284 1.62636 1.54062
10 C 4.35712 -0.51420 0.75943
11 C -0.73952 -3.51082 -1.53828
12 C -2.31904 -1.78592 -2.22140
13 C 2.28076 0.77708 0.49538
14 C -0.12009 -1.20782 -1.37791
15 C 4.02626 1.45381 2.02186
16 C 3.11004 -0.37058 0.13168
17 C 0.19119 -2.57170 -1.11653
18 N -2.64246 1.18352 0.57232
19 C -4.16115 -0.35593 -3.04120
20 C 4.53982 2.33362 3.10869
21 C -3.07998 2.53386 0.49153
22 C -3.60597 0.06150 0.81828
23 C -0.14745 1.60565 0.15329
24 C -1.25886 0.93182 1.10156
25 C 2.34454 -1.20794 -0.81422
26 S 1.74307 -2.78832 -0.29246
27 H -2.54869 -3.97872 -2.35785
28 H -1.60239 0.23089 -1.87837
29 H 5.86538 0.19485 1.90708
30 H 2.18661 2.41334 2.07612
31 H 5.04302 -1.28324 0.51200
32 H -0.48067 -4.54478 -1.49238
33 H -3.43614 0.21050 -3.64015
34 H -4.26736 0.31983 -2.21927
35 H -5.11894 -0.39152 -3.61982
36 H 3.80955 2.28547 3.97316
37 H 4.65829 3.36653 2.81338
38 H 5.56623 2.10679 3.48450
39 H -3.85111 2.81167 1.10159
40 H -3.54712 2.69631 -0.51572
41 H -2.28752 3.25460 0.70072
42 H -3.35912 -0.81846 0.38984
43 H -4.60394 0.25497 0.35625
44 H -3.75072 -0.09296 1.84635
45 H -0.61759 1.97267 -0.68977
46 H 0.20754 2.46334 0.65061
47 H -1.08826 -0.14511 1.15134
48 H -1.23831 1.35894 2.12459
49 H 2.84140 -1.30205 -1.75827

Atoms 1-6, force components in eV/Å:
-1.7159 1.2657 -1.6566
-1.7340 0.9575 -0.5082
-1.2057 0.5284 -1.0645
-2.6649 -1.0195 -0.8904
-1.7366 1.4792 -0.0808
1.7927 -0.3680 0.1784

- molar mass (g/mol) = 369.49
- maximum force (eV Å⁻¹) = 4.84
- E_HOMO (eV) = -7.93
- lowest unoccupied orbital energy (Eh) = -0.007
- SMILES string = COc1ccc2c(c1)C1=C(CCN(C)C)c3cc(C)ccc3[C@H]1S2(=O)=O
- HOMO-LUMO gap (eV) = 7.75
- energy relative to the best compared isomer or geometry (same formula, charge and spin) (eV) = 3.4003

(3)
The following is a DFT calculation (wB97M-V/def2-TZVPD) of a 2-piece molecular cluster, Cl2HNS overall in a non-equilibrium geometry.

Geometry (Å):
1 N 2.48389 -0.11082 -0.62913
2 S 2.42718 0.43185 0.65303
3 Cl -3.08397 -0.61560 -0.69460
4 Cl 1.00065 2.05507 0.95088
5 H -2.82776 -1.76049 -0.28018

Force components x, y, z for each atom (eV/Å):
0.2101 -1.5217 -3.4446
-0.3918 1.7048 3.4289
-0.2398 1.1217 -0.3990
0.1774 -0.1825 0.0143
0.2440 -1.1223 0.4005

- molar mass (g/mol) = 117.99
- maximum force (eV Å⁻¹) = 3.85
- E_HOMO (eV) = -10.68
- lowest unoccupied orbital energy (Eh) = -0.052
- HOMO-LUMO gap (eV) = 9.26
- energy relative to the best compared isomer or geometry (same formula, charge and spin) (eV) = 0.2867

(4)
The following is a DFT calculation (wB97M-V/def2-TZVPD) of C34H45N4O2PS2Yb as an isolated structure.

Geometry (Å):
1 Yb 0.63612 0.60391 0.97004
2 C 2.17630 3.51228 1.99571
3 N 1.52498 3.10703 0.71691
4 C 0.40219 4.01632 0.45662
5 C -0.76023 3.67181 1.35301
6 N -1.30823 2.31489 1.07671
7 C -2.01804 2.34794 -0.21477
8 C -2.16987 2.00173 2.21744
9 C -3.51921 2.33536 2.20574
10 C -4.33335 2.01277 3.27947
11 C -3.78778 1.36452 4.37691
12 C -2.43990 1.05913 4.40494
13 C -1.59779 1.37334 3.33635
14 S 0.12419 1.00287 3.47813
15 C 2.54022 3.18843 -0.31953
16 C 2.71686 4.31506 -1.11247
17 C 3.71858 4.34703 -2.07087
18 C 4.56129 3.25576 -2.22272
19 C 4.40752 2.14545 -1.41288
20 C 3.40011 2.09718 -0.44934
21 S 3.24077 0.69506 0.59559
22 H 2.47578 4.56212 1.92929
23 H 3.05354 2.89124 2.15372
24 H 1.50124 3.35829 2.83336
25 H 0.12412 3.93873 -0.59556
26 H 0.68331 5.06191 0.63321
27 H -1.56287 4.40998 1.23615
28 H -0.45663 3.68611 2.39886
29 H -2.71165 3.19241 -0.28594
30 H -2.57263 1.42556 -0.37726
31 H -1.29137 2.45122 -1.01758
32 H -3.94877 2.83866 1.35020
33 H -5.38310 2.27069 3.25731
34 H -4.41164 1.10259 5.22041
35 H -2.01134 0.56614 5.26675
36 H 2.07397 5.17748 -0.99819
37 H 3.84160 5.22549 -2.68859
38 H 5.34784 3.27255 -2.96503
39 H 5.07436 1.29894 -1.51363
40 O -3.80644 -5.38171 0.40323
41 C -4.38464 -4.09742 0.42999
42 C -3.31083 -3.07673 0.66999
43 C -3.62050 -1.73516 0.84928
44 C -2.59505 -0.83207 1.02171
45 N -1.29094 -1.14680 1.04180
46 C -0.99983 -2.45473 0.94062
47 C -1.97615 -3.42733 0.72848
48 C 0.42053 -2.85094 1.10189
49 C 0.75359 -4.18828 1.27976
50 C 2.07232 -4.56054 1.48460
51 C 2.44010 -6.01200 1.65970
52 O 1.42421 -6.76216 2.28721
53 C 3.01432 -3.54756 1.51601
54 C 2.60841 -2.24060 1.32593
55 N 1.33969 -1.86403 1.11060
56 H -4.50011 -6.04598 0.37124
57 H -5.13868 -4.00792 1.22021
58 H -4.87424 -3.86213 -0.52489
59 H -4.64247 -1.38036 0.85676
60 H -2.84641 0.20278 1.17479
61 H -1.71563 -4.46408 0.60974
62 H -0.00165 -4.95565 1.30238
63 H 3.39836 -6.09201 2.18294
64 H 2.57387 -6.45734 0.66985
65 H 1.41199 -6.55617 3.22766
66 H 4.06077 -3.75161 1.69854
67 H 3.35385 -1.46221 1.34783
68 C 0.77922 2.41844 -3.44007
69 C -0.13127 1.20557 -3.31636
70 P 0.34441 0.05241 -1.96408
71 C 1.99409 -0.57113 -2.47826
72 C 2.13108 -1.26365 -3.82647
73 C -0.82540 -1.35872 -2.20805
74 C -1.40804 -1.60058 -3.59951
75 H 0.46397 3.04967 -4.26998
76 H 1.81650 2.13175 -3.61711
77 H 0.77120 3.02355 -2.53389
78 H -0.13939 0.64129 -4.25154
79 H -1.16795 1.51151 -3.14769
80 H 2.32991 -1.22380 -1.66814
81 H 2.65491 0.29774 -2.41879
82 H 1.58114 -2.20234 -3.85433
83 H 3.17769 -1.49681 -4.02110
84 H 1.78088 -0.63795 -4.64803
85 H -1.65287 -1.21065 -1.50872
86 H -0.28945 -2.24550 -1.85309
87 H -2.04195 -0.77172 -3.91333
88 H -2.03111 -2.49556 -3.58688
89 H -0.64651 -1.74083 -4.36087

Atoms 1-6, force components in eV/Å:
-0.0362 0.0589 0.0999
0.0365 -0.0879 0.0433
-0.0214 0.1531 -0.0460
-0.0735 0.0102 0.0355
0.0261 0.0272 0.0274
0.0054 0.0433 0.0731

- molar mass (g/mol) = 809.91
- maximum force (eV Å⁻¹) = 0.24
- E_HOMO (spin up / spin down) (eV) = -10.02 / -10.01
- lowest unoccupied orbital energy (spin up / spin down) (Eh) = -0.111 / -0.111
- charge = +1
- multiplicity = 2
- expectation value of S² = 0.751
- HOMO-LUMO gap (spin up / spin down) (eV) = 7.01 / 7.00